16
Properties=species:S:1:pos:R:3:lowdin_spin:R:1 method="wB97M-V/def2-TZVPD" spin_multiplicity=2 lumo_ev="0.759 / -2.476" largest_force_ev_per_a=0.73 e_homo_ev="-9.66 / -9.42" orbital_gap_ha="0.38270 / 0.25516" e_above_lowest_kj_mol=54.72 energy_ha=-648.41355
C -2.74 0.69 1.21 0.00
O -1.46 0.12 1.45 0.01
H -2.76 1.76 1.44 0.00
H -3.03 0.58 0.16 0.00
H -3.46 0.17 1.83 0.00
H -0.84 0.59 0.86 0.01
C 1.37 -1.04 -0.45 0.01
C 1.90 0.33 -0.08 0.10
S 0.68 1.63 -0.32 0.82
N 0.92 -1.19 -1.84 0.01
H 0.52 -1.30 0.18 0.00
H 2.11 -1.82 -0.28 0.00
H 2.79 0.58 -0.65 0.01
H 2.17 0.36 0.99 0.03
H 1.66 -0.91 -2.49 0.00
H 0.16 -0.54 -2.00 0.01


190
Properties=species:S:1:pos:R:3:lowdin_charge:R:1 method="wB97M-V/def2-TZVPD" lumo_ev=0.377 largest_force_ev_per_a=3.28 e_homo_ev=-8.58 smiles=COCCNCCOC.COCCNCCOC.COCCNCCOC.COCCNCCOC.COCCNCCOC.CC(C)O.CC(C)O.CC(C)O.CC(C)O.CC(C)O.OCCO orbital_gap_ha=0.32934 e_above_lowest_kj_mol=0.00 energy_ha=-3415.89504
C -6.74 5.00 -0.86 -0.14
O -6.21 3.73 -0.92 -0.19
C -5.11 3.73 -1.77 -0.24
C -4.38 2.41 -1.72 -0.18
N -5.36 1.32 -1.84 -0.04
C -4.79 0.05 -1.46 -0.22
C -4.20 -0.61 -2.67 -0.23
O -3.76 -1.89 -2.37 -0.21
C -3.27 -2.63 -3.44 -0.10
H -6.87 5.39 -1.90 0.10
H -6.17 5.73 -0.24 0.09
H -7.76 4.91 -0.41 0.10
H -4.34 4.46 -1.52 0.11
H -5.47 3.99 -2.80 0.14
H -3.82 2.29 -0.80 0.11
H -3.76 2.28 -2.63 0.12
H -6.16 1.53 -1.28 0.09
H -5.63 -0.57 -1.11 0.12
H -4.10 0.09 -0.62 0.10
H -3.40 0.05 -2.99 0.11
H -4.99 -0.63 -3.46 0.14
H -2.64 -3.46 -3.11 0.08
H -2.80 -1.96 -4.21 0.11
H -4.07 -3.04 -4.04 0.08
C 1.36 -3.95 0.23 -0.08
O 1.49 -4.67 1.45 -0.20
C 2.53 -5.61 1.47 -0.22
C 2.62 -6.11 2.93 -0.20
N 3.01 -5.09 3.90 -0.06
C 3.23 -5.72 5.15 -0.25
C 3.53 -4.69 6.20 -0.25
O 2.35 -4.02 6.54 -0.18
C 2.51 -2.81 7.20 -0.13
H 2.25 -3.37 0.03 0.07
H 0.45 -3.31 0.32 0.10
H 1.22 -4.64 -0.61 0.06
H 3.47 -5.24 1.12 0.11
H 2.24 -6.44 0.85 0.11
H 3.35 -6.94 2.94 0.12
H 1.63 -6.50 3.20 0.12
H 2.26 -4.40 3.86 0.12
H 4.06 -6.42 5.11 0.12
H 2.34 -6.34 5.47 0.14
H 4.29 -4.04 5.81 0.11
H 4.04 -5.14 7.07 0.12
H 1.54 -2.34 7.38 0.09
H 3.23 -2.16 6.69 0.09
H 2.96 -2.99 8.19 0.09
C 7.18 -0.45 1.24 -0.13
O 5.86 -0.08 0.98 -0.18
C 5.35 -0.95 0.01 -0.22
C 3.85 -0.63 -0.10 -0.19
N 3.49 0.75 -0.48 -0.03
C 3.75 0.97 -1.91 -0.19
C 3.30 2.37 -2.40 -0.19
O 3.99 3.49 -1.82 -0.22
C 5.37 3.61 -2.26 -0.07
H 7.31 -1.41 1.77 0.09
H 7.59 0.33 1.89 0.09
H 7.78 -0.48 0.31 0.09
H 5.45 -1.99 0.31 0.13
H 5.85 -0.78 -0.92 0.10
H 3.36 -0.79 0.86 0.12
H 3.39 -1.31 -0.76 0.07
H 4.07 1.39 0.10 0.11
H 3.23 0.15 -2.42 0.10
H 4.79 0.81 -2.22 0.09
H 2.28 2.56 -2.10 0.09
H 3.33 2.44 -3.53 0.14
H 5.38 4.16 -3.21 0.09
H 5.89 2.63 -2.43 0.09
H 5.93 4.17 -1.53 0.08
C -5.20 -2.62 1.34 -0.11
O -5.14 -1.70 2.38 -0.19
C -3.80 -1.26 2.56 -0.22
C -3.84 -0.07 3.51 -0.18
N -4.55 1.06 2.82 -0.05
C -4.82 2.29 3.66 -0.14
C -5.89 3.03 2.83 -0.22
O -6.01 4.33 3.39 -0.22
C -7.13 4.99 2.88 -0.12
H -4.49 -3.45 1.56 0.08
H -4.95 -2.12 0.37 0.08
H -6.19 -3.05 1.29 0.09
H -3.48 -0.87 1.60 0.09
H -3.12 -2.03 2.89 0.12
H -2.76 0.18 3.62 0.13
H -4.26 -0.41 4.39 0.09
H -5.38 0.68 2.42 0.09
H -3.91 2.88 3.68 0.10
H -5.28 1.99 4.64 0.13
H -6.88 2.60 2.84 0.11
H -5.62 3.25 1.79 0.11
H -8.07 4.44 3.13 0.10
H -7.13 5.06 1.80 0.05
H -7.14 6.02 3.28 0.10
C 6.31 -3.87 -3.27 -0.12
O 4.94 -3.55 -3.28 -0.21
C 4.58 -2.34 -3.96 -0.19
C 3.07 -2.41 -4.24 -0.23
N 2.31 -2.63 -3.06 -0.06
C 0.91 -2.93 -3.28 -0.17
C 0.67 -4.44 -3.75 -0.15
O 1.06 -5.35 -2.64 -0.24
C 0.60 -6.65 -3.02 -0.11
H 6.45 -4.81 -2.77 0.08
H 6.94 -3.06 -2.83 0.09
H 6.67 -4.03 -4.35 0.10
H 5.17 -2.20 -4.85 0.11
H 4.75 -1.43 -3.32 0.11
H 2.96 -3.19 -5.05 0.13
H 2.74 -1.45 -4.55 0.10
H 2.79 -3.33 -2.51 0.09
H 0.46 -2.33 -4.11 0.13
H 0.31 -2.82 -2.34 0.10
H 1.32 -4.59 -4.62 0.10
H -0.39 -4.59 -3.99 0.10
H -0.47 -6.73 -3.12 0.07
H 1.02 -7.39 -2.32 0.09
H 1.01 -6.87 -4.01 0.08
C -1.23 -7.35 0.63 -0.03
C -1.79 -5.92 0.69 -0.45
C -1.95 -5.31 -0.68 -0.06
O -3.13 -5.88 1.23 -0.06
H -1.96 -8.01 0.26 0.07
H -1.00 -7.80 1.57 0.06
H -0.35 -7.35 0.04 0.05
H -1.09 -5.27 1.26 0.13
H -0.93 -4.99 -1.09 0.09
H -2.57 -4.44 -0.64 0.05
H -2.48 -5.98 -1.35 0.08
H -3.14 -5.89 2.19 0.09
C 0.20 7.23 -1.14 -0.03
C 1.51 6.44 -1.11 -0.50
C 1.51 5.48 0.04 -0.05
O 1.68 5.79 -2.35 -0.05
H 0.01 7.75 -2.03 0.06
H 0.40 7.96 -0.34 0.09
H -0.60 6.56 -0.89 0.05
H 2.31 7.14 -0.91 0.13
H 1.61 5.99 0.98 0.08
H 2.43 4.84 -0.05 0.09
H 0.60 4.91 0.11 0.05
H 2.56 5.38 -2.40 0.08
C -1.63 3.91 1.58 -0.05
C -2.72 4.67 0.89 -0.51
C -3.23 5.87 1.73 -0.03
O -2.26 5.11 -0.37 -0.08
H -1.48 2.94 1.06 0.09
H -1.87 3.74 2.64 0.08
H -0.71 4.50 1.63 0.07
H -3.59 4.00 0.72 0.11
H -3.81 6.52 1.09 0.07
H -2.34 6.44 2.10 0.09
H -3.75 5.45 2.60 0.07
H -1.90 4.31 -0.81 0.05
C -0.16 1.79 -3.76 -0.04
C -0.29 3.17 -3.06 -0.49
C -1.13 4.08 -3.89 -0.05
O -0.97 3.00 -1.85 -0.07
H 0.45 1.88 -4.65 0.07
H -1.16 1.45 -4.03 0.07
H 0.34 0.99 -3.17 0.07
H 0.66 3.68 -2.88 0.10
H -0.71 4.40 -4.85 0.09
H -1.16 5.06 -3.39 0.08
H -2.18 3.72 -3.97 0.09
H -0.66 2.20 -1.41 0.05
C 2.51 2.28 2.66 -0.04
C 3.62 3.24 3.18 -0.49
C 4.84 3.23 2.31 -0.06
O 3.07 4.54 3.16 -0.06
H 2.89 1.31 2.34 0.07
H 1.96 2.64 1.79 0.07
H 1.78 2.03 3.41 0.07
H 3.90 2.97 4.22 0.14
H 5.44 4.13 2.46 0.08
H 4.45 3.28 1.29 0.07
H 5.50 2.38 2.52 0.08
H 3.58 5.11 3.75 0.09
O -1.55 -1.89 -0.58 -0.07
C -1.23 -0.51 -0.53 -0.22
C 0.26 -0.32 -0.22 -0.22
O 0.41 1.08 -0.33 -0.11
H -2.41 -1.90 -0.96 0.02
H -1.49 -0.03 -1.52 0.13
H -1.72 0.06 0.29 0.12
H 1.02 -0.86 -0.81 0.11
H 0.35 -0.60 0.83 0.12
H 1.36 1.26 -0.42 0.06


12
Properties=species:S:1:pos:R:3:lowdin_charge:R:1 method="wB97M-V/def2-TZVPD" lumo_ev="-0.350 / -0.367" largest_force_ev_per_a=4.02 e_homo_ev="-6.75 / -6.76" orbital_gap_ha="0.23510 / 0.23483" e_above_lowest_kj_mol=545.72 energy_ha=-679.57736
C 1.13 0.02 0.03 -0.15
C 0.81 -1.20 -0.48 -0.17
C 0.27 0.70 1.03 -0.35
N -0.28 -1.91 -0.08 -0.08
N -1.30 -1.59 0.40 0.05
N -1.18 1.25 -1.08 -0.48
S -1.60 0.90 0.34 0.84
H 1.92 0.53 -0.48 0.10
H 1.50 -1.56 -1.15 0.08
H -0.01 -0.03 1.91 0.10
H 0.66 1.70 1.33 0.08
H -1.92 1.17 -1.78 -0.02


40
Properties=species:S:1:pos:R:3:lowdin_spin:R:1 method="wB97M-V/def2-TZVPD" spin_multiplicity=3 lumo_ev="-13.305 / -12.429" largest_force_ev_per_a=7.93 e_homo_ev="-19.21 / -19.54" orbital_gap_ha="0.21709 / 0.26139" e_above_lowest_kj_mol=0.00 charge=+3 energy_ha=-1593.36328
C 4.10 -2.84 0.05 0.00
C 2.78 -2.66 0.56 0.00
H 4.54 -3.76 0.50 0.00
H 4.69 -1.93 0.30 0.00
H 4.02 -2.92 -1.06 0.00
O 1.75 -2.72 1.11 0.00
I 1.49 1.54 -1.83 -0.32
Mo -0.18 0.32 -0.11 1.99
P -1.29 -0.96 -1.81 0.00
C -2.99 -1.55 -1.45 0.00
C -1.52 -0.04 -3.38 0.01
H -1.93 -0.72 -4.14 0.00
H -0.98 -2.95 -3.14 0.00
H -0.56 0.37 -3.72 -0.01
H 0.60 -2.25 -2.63 0.00
H -3.69 -0.71 -1.39 0.00
H -2.21 0.80 -3.24 0.00
C -0.43 -2.49 -2.31 0.00
H -3.31 -2.23 -2.25 0.00
H -0.39 -3.19 -1.48 0.00
H -3.01 -2.08 -0.49 0.00
P 0.46 1.62 1.75 0.01
C -0.72 1.76 3.13 0.00
C 1.99 1.08 2.57 0.00
H 1.51 3.44 0.50 -0.01
H 1.16 3.88 2.21 0.00
H -0.15 3.86 0.98 0.00
C 0.78 3.37 1.31 0.01
H 2.81 1.02 1.84 0.00
H 2.24 1.80 3.36 0.00
H -0.24 2.31 3.95 0.00
H -1.03 0.76 3.48 0.00
H 1.85 0.09 3.02 0.00
H -1.62 2.30 2.81 0.00
C -1.20 -0.86 1.17 0.10
O -1.95 -1.33 1.94 0.13
C -1.65 1.77 -0.48 0.02
H -1.84 2.35 0.44 0.02
H -2.58 1.28 -0.80 0.02
H -1.31 2.46 -1.27 0.01


10
Properties=species:S:1:pos:R:3:lowdin_charge:R:1 method="wB97M-V/def2-TZVPD" lumo_ev=0.432 largest_force_ev_per_a=2.69 e_homo_ev=-10.14 smiles="N[C@@H](O)ON=O" orbital_gap_ha=0.38850 e_above_lowest_kj_mol=107.45 energy_ha=-375.62633
N -1.15 0.78 -0.04 0.11
C -0.22 -0.16 0.26 -0.54
O -0.65 -1.49 -0.08 -0.01
O 0.98 0.00 -0.44 -0.03
N 2.09 0.00 0.38 -0.03
O 3.07 0.13 -0.27 0.05
H -1.27 0.87 -1.00 0.07
H -1.42 1.47 0.68 0.13
H -0.06 -0.07 1.28 0.13
H -1.37 -1.53 -0.77 0.12


114
Properties=species:S:1:pos:R:3:lowdin_charge:R:1 method="wB97M-V/def2-TZVPD" lumo_ev=0.252 largest_force_ev_per_a=2.54 e_homo_ev=-9.18 orbital_gap_ha=0.34653 e_above_lowest_kj_mol=40.77 energy_ha=-17723.30819
F 0.35 -3.18 2.42 -0.04
C 0.51 -3.01 1.06 -0.21
C 0.66 -1.55 0.68 -0.07
B -0.14 -0.56 1.56 -0.59
O 0.28 -0.22 2.85 0.23
B -0.73 -0.52 3.73 -0.93
S -0.37 -1.63 5.16 0.84
O -1.99 -0.04 3.46 0.25
B -2.23 0.22 2.12 -0.67
C -3.68 0.66 1.70 -0.05
C -4.37 -0.58 1.12 -0.20
O -5.62 -0.77 1.78 -0.12
C -6.06 -2.10 1.73 -0.12
C -5.56 -2.91 2.91 -0.71
F -4.40 -3.52 2.67 0.15
F -5.35 -2.13 3.94 0.19
F -6.41 -3.82 3.25 0.18
O -1.28 0.08 1.14 0.27
H -0.32 -3.47 0.53 0.11
H 1.41 -3.54 0.78 0.09
H 0.43 -1.47 -0.38 0.10
H 1.71 -1.28 0.79 -0.01
H -0.66 -0.90 6.25 -0.14
H -3.67 1.48 1.00 0.02
H -4.22 0.99 2.59 0.12
H -4.48 -0.46 0.04 0.04
H -3.76 -1.46 1.28 0.12
H -5.79 -2.58 0.79 0.10
H -7.14 -2.07 1.83 0.12
C -1.61 1.55 -1.81 -0.95
Cl -2.92 2.50 -1.07 0.52
Cl -2.04 -0.15 -2.00 0.56
H -1.39 1.97 -2.78 0.02
H -0.74 1.62 -1.16 0.01
C -1.50 4.78 1.83 -0.95
Cl -0.90 4.70 0.17 0.53
Cl -1.61 3.16 2.51 0.66
H -0.82 5.38 2.43 0.03
H -2.49 5.23 1.83 0.03
C 4.17 0.52 -0.62 -0.98
Cl 2.78 1.61 -0.84 0.52
Cl 3.68 -1.17 -0.56 0.54
H 4.85 0.66 -1.45 0.03
H 4.66 0.78 0.31 -0.04
C 5.80 -4.12 -2.56 -1.00
Cl 4.09 -4.06 -2.13 0.48
Cl 6.62 -2.57 -2.29 0.51
H 6.28 -4.88 -1.96 -0.02
H 5.88 -4.37 -3.61 0.02
C 1.13 -6.86 -2.49 -1.00
Cl 2.76 -6.97 -3.17 0.48
Cl 1.05 -5.72 -1.14 0.53
H 0.45 -6.53 -3.27 0.03
H 0.83 -7.84 -2.14 0.03
C -6.28 -0.33 -2.77 -1.02
Cl -6.22 -1.89 -1.93 0.55
Cl -5.44 0.93 -1.86 0.54
H -5.80 -0.44 -3.74 -0.06
H -7.32 -0.05 -2.90 0.01
C 3.43 0.27 3.18 -1.03
Cl 3.53 -1.44 2.73 0.51
Cl 4.95 1.13 2.87 0.49
H 2.64 0.73 2.60 -0.01
H 3.21 0.33 4.24 -0.08
C 3.58 -7.34 -7.13 -1.03
Cl 1.86 -7.30 -6.74 0.49
Cl 4.36 -5.79 -6.82 0.49
H 4.05 -8.10 -6.52 0.02
H 3.69 -7.58 -8.18 0.02
C 7.00 -4.21 1.18 -1.00
Cl 5.59 -3.49 1.96 0.50
Cl 6.69 -5.86 0.62 0.52
H 7.26 -3.59 0.32 -0.02
H 7.82 -4.23 1.88 0.03
C 1.14 7.38 -1.53 -1.07
Cl 2.70 7.06 -2.28 0.49
Cl 1.23 8.70 -0.36 0.50
H 0.43 7.64 -2.30 -0.07
H 0.81 6.48 -1.01 -0.04
C 2.68 3.61 5.28 -0.97
Cl 2.91 2.10 6.18 0.55
Cl 2.61 3.33 3.53 0.55
H 1.74 4.06 5.59 0.03
H 3.51 4.27 5.49 0.02
C 3.98 -1.29 7.68 -1.03
Cl 4.27 -2.80 8.55 0.51
Cl 3.90 -1.55 5.93 0.54
H 3.03 -0.88 8.01 0.02
H 4.79 -0.61 7.89 0.02
C -0.37 7.92 -5.44 -0.99
Cl -0.30 6.35 -4.62 0.52
Cl 0.43 9.19 -4.50 0.54
H 0.13 7.83 -6.40 0.03
H -1.41 8.19 -5.59 0.03
C 7.86 4.21 3.14 -1.01
Cl 7.38 2.81 2.17 0.49
Cl 6.78 4.43 4.53 0.50
H 8.86 4.05 3.50 0.03
H 7.81 5.09 2.52 0.03
C -8.24 -1.09 -6.53 -1.00
Cl -6.59 -1.25 -5.90 0.56
Cl -9.38 -0.62 -5.28 0.52
H -8.24 -0.33 -7.31 0.03
H -8.54 -2.05 -6.94 0.03
C 0.52 3.41 -7.50 -1.03
Cl -1.01 4.16 -7.98 0.49
Cl 0.48 2.84 -5.83 0.49
H 0.71 2.56 -8.15 0.02
H 1.31 4.14 -7.60 0.02
C -8.38 0.03 3.85 -1.02
Cl -9.60 1.29 3.65 0.50
Cl -9.10 -1.57 4.05 0.52
H -7.74 0.02 2.98 0.01
H -7.79 0.26 4.74 0.03